No. 1
{"formula": "C13H18O4Rb", "method": "ωB97M-V with the def2-TZVPD basis set", "charge": 1, "multiplicity": 1, "species": ["Rb", "O", "O", "O", "O", "C", "C", "C", "C", "C", "C", "C", "C", "C", "C", "C", "C", "C", "H", "H", "H", "H", "H", "H", "H", "H", "H", "H", "H", "H", "H", "H", "H", "H", "H", "H"], "xyz": [[-0.16466, 4.91769, 1.81888], [-3.26688, -0.99061, -0.18546], [1.50163, -1.93300, 0.78038], [-1.62128, -0.19695, -2.25714], [2.12101, 1.05992, 3.36451], [-0.30452, -0.71686, 1.70972], [0.06071, -0.40268, -4.59154], [1.96124, 1.76275, 2.15816], [0.56111, -1.20125, 0.56692], [0.17625, -0.79312, -0.80392], [0.82311, 2.79339, 2.23260], [-2.11648, -0.70941, 0.04931], [-1.92181, -1.25852, -3.20142], [0.26162, -0.50864, 3.09318], [-1.10648, -0.55386, -1.07312], [-1.59206, -0.52825, 1.42897], [1.76951, -0.32246, 3.28876], [-0.72561, -1.60981, -4.06900], [-0.08781, -1.31536, 3.74140], [-0.07837, -2.29316, -3.51788], [1.10652, -0.44133, -4.28792], [1.12370, 3.76862, 2.07096], [-1.12194, -2.18832, -4.90660], [-2.76390, -0.87048, -3.77159], [1.77832, 1.07105, 1.32918], [0.42197, 2.73550, 3.24767], [-2.27745, -2.12525, -2.64263], [0.02687, 2.56143, 1.53451], [2.90896, 2.26300, 1.94380], [2.08177, -0.74704, 4.23747], [-2.31722, -0.24665, 2.18639], [0.05690, -0.34198, -5.67893], [0.95114, -0.76069, -1.55987], [-0.35419, 0.53280, -4.21543], [-0.21527, 0.39594, 3.48046], [2.34358, -0.80642, 2.49921]], "forces_ev_per_angstrom": [[-4.9, 6.3, -1.1], [0.1, 0.3, 0.1], [0.1, 0.2, -0.1], [0.1, 0.0, 0.0], [-0.1, 0.1, 0.1], [0.3, 0.1, -0.4], [0.0, 0.2, -0.1], [0.2, -0.2, -0.2], [-0.1, -0.2, 0.2], [0.2, 0.1, 0.0], [1.4, -4.0, 1.0], [0.0, -0.2, 0.0], [-0.1, 0.1, 0.1], [-0.2, -0.1, 0.2], [-0.4, -0.1, 0.2], [-0.2, 0.2, -0.1], [0.0, 0.1, -0.2], [-0.1, -0.1, -0.1], [0.1, -0.1, -0.1], [0.1, 0.0, 0.0], [0.0, 0.0, 0.0], [3.8, -2.0, 0.4], [0.0, -0.1, 0.0], [0.1, 0.1, -0.1], [0.1, 0.1, 0.0], [-0.1, 0.1, 0.0], [0.0, 0.0, 0.0], [-0.1, -0.4, -0.2], [-0.1, 0.1, 0.0], [0.0, 0.0, 0.1], [0.0, -0.1, 0.0], [-0.1, -0.1, 0.0], [0.0, -0.2, 0.0], [0.0, 0.0, 0.0], [-0.1, -0.1, 0.2], [0.0, 0.0, 0.1]]}



No. 2
{"formula": "H3N2O3S", "method": "ωB97M-V with the def2-TZVPD basis set", "charge": -1, "multiplicity": 1, "e_above_lowest_kcal_mol": 71.3, "species": ["S", "O", "O", "O", "N", "N", "H", "H", "H"], "xyz": [[-4.81074, 0.19443, -0.31256], [-5.71061, 1.32231, -0.28778], [-3.96694, 0.17494, 0.87340], [-6.49878, -1.89383, -0.22218], [2.02631, 1.06829, -0.20602], [1.04286, 1.78494, 0.03754], [1.37642, 2.73585, -0.40183], [1.78294, 0.15131, 0.23439], [-6.95300, -1.72882, 0.62267]], "forces_ev_per_angstrom": [[-0.4, -0.6, 0.9], [-0.4, 0.1, -0.5], [0.0, -0.5, -0.4], [0.6, 1.0, 0.3], [-0.9, -0.9, 0.9], [1.9, 2.1, -1.3], [-1.3, -1.4, 0.9], [0.3, 0.2, -0.4], [0.2, 0.0, -0.4]]}



No. 3
{"formula": "C9H11NO3", "method": "ωB97M-V with the def2-TZVPD basis set", "smiles": "CC[C@]1(C(C)=O)OCc2conc21", "multiplicity": 1, "e_above_lowest_kcal_mol": 100.0, "species": ["O", "O", "O", "N", "C", "C", "C", "C", "C", "C", "C", "C", "C", "H", "H", "H", "H", "H", "H", "H", "H", "H", "H", "H"], "xyz": [[2.76591, 0.02950, 1.25379], [-1.51259, 2.48200, -0.53202], [-0.28159, 0.42082, -1.64941], [1.46738, 0.38425, 1.43514], [1.77266, -0.02671, -0.74732], [-0.51848, 0.41636, -0.19335], [-1.54246, -0.75625, 0.03446], [1.05816, -0.10584, -2.02390], [2.90222, -0.23441, -0.02365], [-0.96552, -2.24645, -0.16677], [-1.06341, 1.73436, 0.26339], [0.86191, 0.21014, 0.32789], [-1.16008, 1.92985, 1.70215], [1.48621, 0.42955, -2.82900], [-1.79011, -2.95389, -0.01965], [1.04077, -1.08713, -2.33820], [3.94676, -0.32545, -0.37158], [-0.21778, 2.48842, 1.95240], [-1.10198, 0.89579, 2.11838], [-0.19542, -2.61703, 0.58643], [-2.41318, -0.57265, -0.63640], [-0.37179, -2.34837, -1.15290], [-2.08907, -0.58829, 0.99498], [-2.07854, 2.44140, 2.01515]], "forces_ev_per_angstrom": [[-0.2, 0.4, 0.2], [-0.7, 1.8, -1.6], [0.9, -0.3, -0.1], [-1.3, -0.3, 2.9], [0.4, -0.9, 2.3], [0.4, -1.9, -1.6], [-0.2, -0.3, 0.5], [-1.1, 1.7, 1.8], [2.4, 0.4, -3.2], [1.3, 0.8, 0.2], [-1.1, -0.8, -0.4], [0.4, 0.5, -1.7], [1.1, -0.7, 1.5], [0.2, 1.2, -0.7], [0.2, 0.1, -0.7], [-0.7, -2.4, -0.7], [-0.8, -0.3, 0.4], [-1.0, -0.4, 0.4], [0.1, 1.1, 0.5], [-0.9, 1.1, -0.5], [1.0, -0.2, -0.2], [-1.6, 0.1, 1.3], [0.9, -0.6, -0.2], [0.5, 0.0, -0.2]]}



No. 4
{"formula": "C23H19FN2O4S", "method": "ωB97M-V with the def2-TZVPD basis set", "smiles": "CC(=O)c1cccc(NS(=O)(=O)c2ccc(N/C=C/C(=O)c3ccc(F)cc3)cc2)c1", "multiplicity": 1, "e_above_lowest_kcal_mol": 0.0, "species": ["S", "F", "O", "O", "O", "O", "N", "N", "C", "C", "C", "C", "C", "C", "C", "C", "C", "C", "C", "C", "C", "C", "C", "C", "C", "C", "C", "C", "C", "C", "C", "H", "H", "H", "H", "H", "H", "H", "H", "H", "H", "H", "H", "H", "H", "H", "H", "H", "H", "H"], "xyz": [[2.96605, 2.49594, 2.97479], [-2.25515, -6.65103, -7.14998], [-0.84320, -4.52466, -1.41777], [-4.25508, 3.78987, 2.57027], [3.61430, 3.66133, 2.46158], [3.65695, 1.65969, 3.90703], [0.77566, -0.71986, -1.50509], [1.55824, 2.94186, 3.78483], [1.34309, -0.52126, 0.86150], [-1.08802, -4.65106, -3.76244], [0.28154, -1.98145, -1.51512], [1.28287, -0.00778, -0.43880], [0.66591, 4.39068, 2.08257], [1.76664, 1.28395, -0.68226], [-0.42062, 4.94355, 1.43040], [-1.70777, 4.63189, 1.82566], [-0.42599, -4.43514, -4.96846], [-0.69616, -3.97031, -2.49552], [2.33980, 1.51836, 1.62016], [-0.81175, -5.11244, -6.10998], [-1.92328, 3.76873, 2.89967], [-2.54016, -6.24399, -4.84795], [-1.87096, -6.00004, -6.03458], [-0.16338, -2.61881, -2.61521], [-3.55265, 2.83576, 4.63364], [2.29360, 2.04221, 0.34205], [0.46402, 3.50421, 3.13936], [1.86870, 0.24552, 1.88183], [-0.83043, 3.20201, 3.54916], [-2.13393, -5.57126, -3.71286], [-3.33145, 3.49169, 3.29286], [2.68694, 3.02956, 0.16501], [0.41583, -3.76134, -5.01659], [-4.61601, 2.83227, 4.85897], [-3.35427, -6.95090, -4.82574], [-0.16507, -2.13899, -3.58127], [-2.56593, 5.05542, 1.32710], [1.72910, 1.68438, -1.68490], [-0.25870, 5.62860, 0.61204], [-0.30425, -4.96475, -7.05031], [1.35070, 2.31606, 4.54706], [-3.19822, 1.80732, 4.60171], [0.24932, -2.51156, -0.57475], [-0.96855, 2.51875, 4.37347], [1.93939, -0.14183, 2.88586], [-3.01336, 3.36868, 5.41267], [1.67512, 4.64456, 1.80442], [0.98613, -1.51452, 1.07743], [0.78880, -0.23919, -2.39652], [-2.62214, -5.74474, -2.76597]], "forces_ev_per_angstrom": [[-0.5, -0.3, 0.2], [0.0, 0.1, 0.1], [-0.1, 0.0, -0.1], [0.1, 0.0, 0.0], [-0.3, 0.0, -0.2], [-0.2, -0.2, 0.0], [-0.1, 0.2, -0.6], [1.0, -0.3, 0.1], [0.0, 0.0, -0.1], [-0.1, -0.3, -0.1], [-0.1, -0.4, -0.2], [0.3, 0.4, 0.5], [-0.1, 0.0, 0.1], [-0.1, -0.2, 0.0], [-0.1, -0.1, 0.0], [-0.1, -0.1, 0.1], [-0.1, 0.0, 0.2], [0.0, -0.1, 0.2], [0.4, 0.5, 0.5], [-0.1, -0.2, -0.2], [0.4, 0.3, -0.4], [0.0, 0.0, -0.2], [0.1, 0.1, 0.1], [0.2, 0.3, 0.3], [-0.3, 0.1, -0.1], [0.0, 0.0, 0.0], [-0.4, 0.5, -0.6], [0.0, -0.1, 0.0], [0.0, 0.1, -0.1], [0.1, 0.1, 0.0], [-0.2, -0.2, 0.3], [0.0, 0.1, -0.1], [0.1, 0.1, 0.0], [0.0, 0.0, 0.0], [-0.1, -0.1, 0.0], [0.0, 0.1, -0.1], [-0.1, 0.0, 0.0], [0.0, 0.0, -0.1], [0.0, 0.1, -0.1], [0.0, 0.0, -0.1], [0.1, -0.1, 0.1], [0.1, -0.1, 0.1], [0.0, 0.0, 0.1], [-0.1, -0.1, 0.1], [0.0, -0.1, 0.1], [0.1, 0.0, 0.1], [0.0, 0.1, -0.1], [0.0, -0.1, 0.0], [0.0, -0.1, 0.2], [0.0, 0.0, 0.1]]}



No. 5
{"formula": "C23H25F3HfNO", "method": "ωB97M-V with the def2-TZVPD basis set", "charge": 1, "multiplicity": 1, "e_above_lowest_kcal_mol": 0.0, "species": ["Hf", "F", "F", "F", "O", "N", "C", "C", "C", "C", "C", "C", "C", "C", "C", "C", "C", "C", "C", "C", "C", "C", "C", "C", "C", "C", "C", "C", "C", "H", "H", "H", "H", "H", "H", "H", "H", "H", "H", "H", "H", "H", "H", "H", "H", "H", "H", "H", "H", "H", "H", "H", "H", "H"], "xyz": [[-0.03037, 0.07952, 0.57406], [-1.48735, 2.31362, 2.09440], [-0.97881, 2.99149, 0.03365], [-2.75075, 1.72208, 0.36992], [-0.25751, 1.08160, -2.56835], [-1.42716, 1.58371, -4.33055], [-0.09076, -2.20248, 0.95442], [-3.66376, -2.12187, -1.89592], [-1.20658, -1.53656, 1.59663], [2.49484, 0.29933, -5.38899], [-1.35683, 0.88587, -3.14259], [1.05099, 1.98449, -4.40653], [-1.42086, 1.88595, 0.75946], [-2.51247, 0.03285, -2.60647], [1.93450, -0.01764, 1.62834], [-1.53912, -1.50045, -0.75565], [-2.28923, -1.44957, -2.10682], [-0.35674, 2.60363, -4.30165], [-2.10619, -1.11906, 0.53652], [-0.30674, -2.17688, -0.47594], [2.15613, 0.40821, -0.66008], [3.62248, 0.94414, -4.86416], [3.45291, 2.09928, -4.07989], [1.21554, 0.81839, -5.15398], [1.72429, 1.39922, 1.41289], [2.22281, -0.61608, 0.34035], [1.87310, 1.64955, 0.00129], [2.17486, 2.60468, -3.84725], [-1.56930, -2.23482, -3.20389], [-0.52261, 3.33109, -5.11804], [2.02140, -0.49948, 2.61027], [1.58042, 2.17353, 2.17579], [-3.55015, -3.16158, -1.59335], [2.58968, -1.62408, 0.13482], [-0.59105, -1.80655, -3.41842], [0.32882, 0.32293, -5.54401], [0.29246, -2.67396, -1.23978], [4.32813, 2.60046, -3.66981], [2.42459, 0.31017, -1.71880], [-3.24451, -0.04442, -3.43954], [2.04242, 3.49330, -3.22305], [1.86906, 2.62243, -0.49895], [-4.25519, -2.11602, -2.82992], [0.69004, -2.75271, 1.45828], [-2.33200, 1.82179, -4.77726], [-3.08712, -0.65508, 0.64906], [-2.17802, -2.20997, -4.12608], [2.60090, -0.60101, -5.99120], [-0.37217, 3.13476, -3.33211], [-3.01147, 0.57320, -1.82083], [-4.27137, -1.61079, -1.12232], [4.62652, 0.55861, -5.07323], [-1.45680, -3.29191, -2.91442], [-1.39975, -1.45061, 2.66517]], "forces_ev_per_angstrom": [[-0.9, 1.7, -3.8], [0.1, -0.4, -1.1], [-0.5, -0.9, 0.7], [1.0, 0.4, 0.3], [-2.0, -2.1, 2.1], [-0.7, 0.3, 1.1], [-1.6, -0.8, -0.2], [-0.6, 0.6, 0.1], [-0.7, -1.6, -1.2], [-0.1, 0.3, 0.3], [1.4, 0.4, 0.1], [-0.2, 0.1, -0.9], [-0.9, 1.5, 0.2], [-0.4, -0.7, -1.3], [1.6, 0.4, 0.1], [-0.3, -0.5, 1.3], [0.5, 0.7, -0.1], [0.7, 0.6, -0.5], [0.4, -0.7, -0.5], [-0.7, 0.2, 0.8], [0.4, 0.0, 1.2], [-0.2, 0.1, 0.1], [0.0, -0.5, -0.3], [0.5, 0.1, 0.0], [1.2, 0.1, -0.8], [1.2, 1.0, 0.0], [0.2, -0.5, 0.8], [-0.3, 0.0, -0.1], [-0.1, -0.2, 0.0], [0.0, -0.5, 0.3], [-0.1, 0.2, -0.6], [-0.1, -0.5, -0.4], [0.1, 0.0, 0.1], [-0.5, 0.3, 0.3], [0.1, 0.0, -0.1], [0.2, 0.0, -0.1], [0.1, 0.4, 0.4], [-0.2, -0.1, 0.0], [-0.5, -0.1, 0.5], [0.3, 0.0, 0.5], [0.1, -0.2, -0.3], [-0.4, -0.5, 0.3], [0.4, 0.1, 0.3], [0.0, 0.2, 0.0], [1.0, -0.4, 0.5], [0.5, 0.0, 0.2], [0.3, 0.0, 0.4], [0.0, 0.2, 0.1], [-0.3, 0.0, -0.5], [-0.1, 0.5, 0.4], [0.3, -0.2, -0.4], [-0.4, 0.2, 0.1], [0.0, 0.3, -0.1], [0.1, 0.0, -0.3]]}



In order of appearance, LUMO level = -0.1486; 0.1006; 0.0267; -0.0119; -0.1584 hartree.
In order of appearance, F_max = 8.1; 3.1; 4.0; 1.1; 4.2 eV Å⁻¹.
In order of appearance, Kohn-Sham gap = 8.2153; 6.2742; 10.2029; 8.2730; 6.9474 eV.